# 1
Here is a structure of composition C4H12N2 in a non-equilibrium geometry from the OMol25 dataset. Energies are from ωB97M-V with the def2-TZVPD basis set.

Last column: Löwdin charge in e.
Geometry (Å):
C (-1.22, -1.12, -0.34)  -0.1166
C (-0.26, 0.12, -0.10)  -0.6308
C (-0.34, 1.49, -0.75)  -0.1210
C (1.16, -0.68, -0.23)  -0.4551
H (-1.10, -1.93, 0.44)  0.0782
H (-2.21, -0.62, -0.13)  0.0750
H (-1.03, -1.50, -1.44)  0.1081
H (0.33, 1.35, -1.93)  0.1541
H (-1.62, 1.56, -1.05)  0.1409
H (0.17, 2.52, -0.45)  0.0929
H (-0.75, -0.45, 1.91)  0.0960
H (-1.11, 1.27, 1.69)  0.0685
H (1.19, -1.44, -1.29)  0.1645
H (0.83, -1.58, 0.54)  0.1110
H (1.50, 0.89, 0.83)  0.1548
H (2.75, -0.57, 0.78)  0.1644
N (-0.45, 0.50, 1.45)  -0.0122
N (2.15, 0.18, 0.07)  -0.0725

Calculated values
E_tot in eV: -7317.05585
HOMO-LUMO gap in eV: 9.809

=====

# 2
Here is a cluster of 2 separate species, C4H12N2 in total in a non-equilibrium geometry from the OMol25 dataset. Energies are from ωB97M-V with the def2-TZVPD basis set.

Last column: Löwdin charge in e.
Geometry (Å):
C (-0.99, 2.34, 2.69)  -0.1333
C (-0.98, 1.51, 1.42)  -0.2028
C (-1.15, 2.22, 0.24)  0.0141
H (-0.73, 3.36, 2.45)  0.0544
H (-0.26, 2.00, 3.45)  0.0683
H (-2.05, 2.17, 3.12)  0.1000
H (-0.65, 0.52, 1.53)  0.0628
H (-0.72, 1.54, -0.43)  0.0089
H (-1.20, 3.22, 0.26)  0.0108
N (2.04, -2.41, -2.17)  -0.0479
C (0.75, -2.66, -1.64)  -0.3674
N (0.32, -1.38, -0.91)  -0.0447
H (2.11, -1.96, -3.09)  0.0706
H (2.64, -1.87, -1.56)  0.0689
H (0.91, -3.45, -0.86)  0.1104
H (0.09, -2.93, -2.45)  0.0946
H (-0.58, -1.68, -0.50)  0.0525
H (0.46, -0.54, -1.55)  0.0797

Calculated values
E_tot in eV: -7320.22865
HOMO-LUMO gap in eV: 10.205

=====

# 3
Here is a cluster of 2 separate species, C4H12N2 in total in a non-equilibrium geometry from the OMol25 dataset. Energies are from ωB97M-V with the def2-TZVPD basis set.

Last column: Löwdin charge in e.
Geometry (Å):
C (0.31, 3.11, -0.06)  -0.1217
C (-0.28, 1.92, 0.73)  -0.3744
N (-0.16, 0.64, 0.04)  -0.0284
H (1.18, 2.76, -0.58)  0.0346
H (0.68, 4.04, 0.55)  0.1019
H (-0.43, 3.41, -0.89)  0.0871
H (-1.31, 2.11, 0.95)  0.0842
H (0.23, 1.93, 1.75)  0.1136
H (0.87, 0.58, -0.20)  0.1022
H (-0.43, -0.05, 0.71)  0.0335
C (0.88, -3.04, 0.09)  -0.0139
C (-0.30, -2.43, 0.12)  -0.3126
N (-1.01, -2.22, -1.10)  0.0165
H (1.63, -2.99, -0.69)  0.0576
H (1.14, -3.72, 0.81)  0.0112
H (-1.14, -2.37, 0.84)  0.1112
H (-1.16, -1.16, -1.14)  0.0863
H (-0.72, -2.54, -1.93)  0.0110

Calculated values
E_tot in eV: -7320.46557
HOMO-LUMO gap in eV: 9.630

=====

# 4
Here is the molecule C4H12N2 in a non-equilibrium geometry from the OMol25 dataset. Energies are from ωB97M-V with the def2-TZVPD basis set.

Last column: Löwdin charge in e.
Geometry (Å):
C (0.13, 0.30, -0.41)  -0.5298
C (-0.80, -1.42, 1.06)  -0.1336
C (-0.05, 1.78, -0.74)  -0.0662
C (-0.20, -0.60, -1.60)  -0.0746
N (-0.43, -0.04, 0.84)  -0.0809
N (1.03, 0.20, 1.79)  -0.0228
H (1.25, 0.13, -0.06)  0.1437
H (1.92, -0.26, 2.01)  0.0585
H (1.02, 1.20, 1.95)  0.0275
H (-1.72, -1.62, 0.49)  0.0880
H (-0.04, -2.14, 0.76)  0.0793
H (-1.00, -1.55, 2.12)  0.0768
H (-1.27, -0.61, -1.78)  0.0780
H (0.31, 2.41, 0.08)  0.0631
H (0.52, 2.05, -1.63)  0.0730
H (-1.10, 2.00, -0.91)  0.0775
H (0.14, -1.62, -1.46)  0.0657
H (0.28, -0.21, -2.50)  0.0769

Calculated values
E_tot in eV: -7319.19435
HOMO-LUMO gap in eV: 9.476